Entry 1:
Here is a molecular structure, C9H9HfIN2O3P in a non-equilibrium geometry from OMol25. Energies are from the ωB97M-V functional and the def2-TZVPD basis.

Calculated values
orbital gap: 0.1502 Eh
M: 529.5 g/mol
total charge: +3
LUMO level: -14.851 eV
electronic energy: -1369.133519 Eh

Structure (XYZ):
```
26
C9H9HfIN2O3P | OMol25 | the ωB97M-V functional and the def2-TZVPD basis
C 2.195 -1.838 1.063
P 1.945 -0.112 0.558
C 3.482 0.436 -0.159
C 0.553 -0.067 -0.722
C 0.970 0.866 -1.719
N 1.229 1.611 -2.545
C -0.885 0.314 -0.287
C -0.934 1.712 0.096
N -1.077 2.756 0.520
C -1.523 -0.527 0.829
C -3.059 -0.555 0.719
O -3.735 -1.451 0.600
I -4.245 1.516 0.731
C -1.586 0.012 -1.589
O -2.633 0.534 -1.947
O -0.968 -0.912 -2.226
H 1.240 -2.330 1.155
H 2.790 -2.267 0.261
H 2.761 -1.879 1.985
H 3.449 1.477 -0.449
H 3.752 -0.236 -0.974
H 4.232 0.320 0.621
H 0.545 -1.095 -1.176
H -1.295 -0.091 1.793
H -1.220 -1.562 0.799
Hf -5.736 3.573 1.700
```

---

Entry 2:
Here is 10 unconnected molecules or ions with the total composition C56H66O13S7 in a non-equilibrium geometry from OMol25. Energies are from the ωB97M-V functional and the def2-TZVPD basis.

Calculated values
orbital gap: 0.2478 Eh
M: 1171.6 g/mol
total charge: 0
LUMO level: -1.379 eV
electronic energy: -5938.551015 Eh

Structure (XYZ):
```
142
C56H66O13S7 | OMol25 | the ωB97M-V functional and the def2-TZVPD basis
C -15.778 23.690 -1.885
S -16.537 23.738 -0.229
O -15.424 23.921 0.761
C -17.269 25.396 -0.421
H -15.372 22.693 -2.032
H -14.957 24.409 -1.830
H -16.517 24.004 -2.617
H -18.022 25.531 0.349
H -17.627 25.496 -1.443
H -16.422 26.056 -0.232
C -12.572 18.940 -8.207
S -11.641 18.480 -6.712
O -11.734 19.643 -5.777
C -12.767 17.193 -6.092
H -11.983 19.694 -8.721
H -13.622 19.213 -8.096
H -12.656 18.032 -8.814
H -12.681 16.260 -6.647
H -13.821 17.481 -6.144
H -12.532 17.089 -5.033
C -16.152 14.974 -7.013
S -17.184 16.362 -6.507
O -16.902 17.639 -7.265
C -18.729 15.762 -7.202
H -16.576 14.027 -6.693
H -15.135 15.133 -6.653
H -16.008 15.018 -8.098
H -18.533 15.199 -8.113
H -19.424 16.585 -7.344
H -19.190 15.102 -6.461
C -19.980 19.318 -5.201
S -20.609 19.047 -3.517
O -19.482 18.304 -2.846
C -20.474 20.798 -3.063
H -18.940 19.617 -5.080
H -20.584 20.057 -5.722
H -19.987 18.386 -5.767
H -19.427 21.120 -3.037
H -20.702 20.993 -2.012
H -21.072 21.371 -3.766
C -16.201 26.351 -4.627
S -17.956 25.818 -4.778
O -18.772 26.898 -5.378
C -17.671 24.459 -5.967
H -15.680 25.577 -4.063
H -16.164 27.320 -4.142
H -15.692 26.321 -5.593
H -17.175 24.757 -6.894
H -18.666 24.070 -6.181
H -17.091 23.611 -5.598
C -17.373 15.561 -2.211
S -18.023 14.243 -3.236
O -18.016 12.975 -2.427
C -19.778 14.804 -3.198
H -17.587 16.540 -2.638
H -16.298 15.469 -2.065
H -17.862 15.369 -1.255
H -20.443 14.022 -3.553
H -19.900 15.742 -3.739
H -19.973 14.981 -2.139
C -15.985 19.973 -5.895
S -15.987 21.035 -4.432
O -17.356 21.674 -4.336
C -15.979 19.646 -3.276
H -16.848 19.316 -5.875
H -15.092 19.352 -5.839
H -16.031 20.561 -6.810
H -16.230 20.005 -2.279
H -15.007 19.155 -3.283
H -16.732 18.879 -3.481
C -15.799 22.883 -8.952
C -14.743 22.232 -9.562
C -14.887 20.956 -10.094
C -16.143 20.322 -10.044
C -17.220 20.933 -9.374
C -16.982 22.180 -8.796
C -18.575 20.293 -9.220
O -19.480 20.830 -8.639
C -18.731 19.002 -9.949
C -20.026 18.479 -10.045
C -20.242 17.340 -10.798
C -19.179 16.670 -11.378
C -17.885 17.138 -11.213
C -17.655 18.342 -10.558
C -16.292 18.945 -10.507
O -15.355 18.260 -10.874
H -15.645 23.767 -8.350
H -13.778 22.724 -9.578
H -13.981 20.437 -10.369
H -17.790 22.668 -8.262
H -20.840 19.040 -9.608
H -21.214 16.876 -10.913
H -19.226 15.727 -11.909
H -17.035 16.642 -11.663
C -10.460 18.755 -2.956
C -9.536 18.283 -2.014
C -9.770 18.427 -0.655
C -10.921 19.025 -0.181
C -11.842 19.536 -1.118
C -11.584 19.403 -2.458
C -13.088 20.258 -0.691
O -13.769 20.767 -1.551
C -13.471 20.100 0.747
C -14.782 20.369 1.183
C -15.131 20.091 2.483
C -14.222 19.590 3.417
C -12.945 19.308 2.989
C -12.557 19.588 1.668
C -11.160 19.209 1.284
O -10.354 18.843 2.106
H -10.316 18.604 -4.014
H -8.713 17.708 -2.421
H -9.059 17.945 0.005
H -12.307 19.770 -3.177
H -15.483 20.842 0.509
H -16.178 20.184 2.753
H -14.554 19.440 4.435
H -12.279 18.867 3.718
C -11.494 16.863 2.029
C -11.386 17.173 0.684
C -12.538 17.540 -0.029
C -13.758 17.545 0.630
C -13.874 17.213 2.006
C -12.713 16.869 2.688
C -15.171 17.249 2.744
O -15.221 16.963 3.916
C -16.389 17.496 1.939
C -17.625 17.417 2.566
C -18.817 17.533 1.852
C -18.723 17.894 0.535
C -17.489 18.054 -0.109
C -16.326 17.771 0.583
C -14.995 17.897 -0.118
O -15.001 18.239 -1.282
H -10.512 16.723 2.468
H -10.422 17.267 0.205
H -12.507 17.969 -1.023
H -12.785 16.606 3.735
H -17.721 17.253 3.632
H -19.777 17.601 2.346
H -19.585 18.116 -0.087
H -17.503 18.353 -1.147
```

---

Entry 3:
Here is a molecular structure, C18H17AsN2O8SW in a non-equilibrium geometry from OMol25. Energies are from the ωB97M-V functional and the def2-TZVPD basis.

Calculated values
orbital gap: 0.2439 Eh
M: 680.2 g/mol
total charge: +2
LUMO level: -8.740 eV
electronic energy: -4108.006411 Eh
energy relative to the best compared isomer or geometry (same formula, charge and spin): 171.7 kJ/mol

Structure (XYZ):
```
48
C18H17AsN2O8SW | OMol25 | the ωB97M-V functional and the def2-TZVPD basis
W -0.382 -0.350 0.428
C 0.988 -2.752 3.723
C 1.124 -2.107 2.392
O 0.085 -1.409 2.021
C 2.238 -2.279 1.575
C 2.372 -1.619 0.373
C 3.376 -1.934 -0.671
N 1.538 -0.570 0.166
N 1.237 -0.110 -1.104
C 0.727 1.180 -1.043
O 0.292 1.489 0.155
C 0.555 2.004 -2.178
C -0.369 3.060 -2.123
C -0.503 3.889 -3.214
C 0.289 3.672 -4.342
C 1.207 2.625 -4.400
C 1.339 1.777 -3.321
H 0.058 -2.455 4.198
H 1.831 -2.483 4.363
H 1.013 -3.838 3.597
H 3.004 -2.974 1.888
H 3.847 -2.891 -0.469
H 4.143 -1.156 -0.700
H 2.896 -1.946 -1.650
H -0.978 3.209 -1.243
H -1.216 4.701 -3.197
H 0.187 4.334 -5.193
H 1.810 2.480 -5.285
H 2.049 0.961 -3.345
O -1.530 0.520 1.680
As -3.232 -0.596 0.064
O -4.624 0.140 -0.081
O -1.827 0.075 -0.785
C -2.992 -1.915 1.418
C -3.479 -1.748 2.699
C -3.423 -2.849 3.553
C -2.883 -4.059 3.139
C -2.371 -4.226 1.850
C -2.443 -3.136 1.016
S -1.881 -3.032 -0.621
O -1.562 -4.217 -1.302
O -2.947 -2.157 -1.191
O -0.606 -2.126 -0.454
H -1.545 1.439 1.957
H -3.926 -0.819 3.025
H -3.821 -2.760 4.555
H -2.871 -4.898 3.822
H -1.963 -5.168 1.509
```

---

Entry 4:
Here is a single C18H28N2O5S molecule in a non-equilibrium geometry from OMol25. Energies are from the ωB97M-V functional and the def2-TZVPD basis.

Calculated values
SMILES: CCOCCCNC(=O)c1ccccc1OC1CCN(S(C)(=O)=O)CC1
orbital gap: 0.3545 Eh
M: 384.5 g/mol
total charge: 0
LUMO level: 0.609 eV
electronic energy: -1586.600519 Eh
energy relative to the best compared isomer or geometry (same formula, charge and spin): 0.0 kJ/mol

Structure (XYZ):
```
54
C18H28N2O5S | OMol25 | the ωB97M-V functional and the def2-TZVPD basis
C -4.862 -1.406 -0.105
C -3.964 -2.494 0.462
O -2.605 -2.185 0.214
C -1.732 -3.216 0.631
C -0.298 -2.702 0.631
C 0.201 -2.361 -0.781
N 1.231 -1.350 -0.753
C 2.544 -1.657 -0.622
O 2.972 -2.788 -0.749
C 3.461 -0.490 -0.408
C 4.765 -0.660 -0.861
C 5.715 0.334 -0.728
C 5.362 1.522 -0.117
C 4.076 1.710 0.361
C 3.113 0.716 0.229
O 1.838 0.823 0.716
C 1.357 2.030 1.290
C 0.086 1.676 2.070
C -1.024 1.217 1.127
N -1.254 2.217 0.112
S -2.675 2.048 -0.733
C -2.486 0.564 -1.757
O -2.786 3.182 -1.601
O -3.715 1.811 0.223
C -0.096 2.538 -0.685
C 1.020 3.069 0.212
H -5.890 -1.605 0.185
H -4.571 -0.429 0.273
H -4.802 -1.396 -1.190
H -4.208 -3.465 0.003
H -4.120 -2.587 1.548
H -2.003 -3.538 1.648
H -1.833 -4.084 -0.038
H -0.261 -1.805 1.252
H 0.353 -3.450 1.083
H 0.625 -3.247 -1.258
H -0.632 -1.988 -1.383
H 0.946 -0.427 -0.463
H 5.009 -1.605 -1.323
H 6.718 0.183 -1.095
H 6.086 2.314 -0.001
H 3.837 2.645 0.844
H 2.101 2.432 1.992
H -0.241 2.562 2.613
H 0.306 0.883 2.785
H -1.965 1.095 1.664
H -0.751 0.254 0.676
H -2.432 -0.302 -1.108
H -1.601 0.680 -2.367
H -3.366 0.514 -2.384
H -0.411 3.293 -1.405
H 0.274 1.655 -1.232
H 0.692 3.985 0.702
H 1.898 3.286 -0.398
```

---

Entry 5:
Here is a single C8H10N2S molecule in a non-equilibrium geometry from OMol25. Energies are from the ωB97M-V functional and the def2-TZVPD basis.

Calculated values
SMILES: C/N=C/C=C(C)\C(C#N)=C/S
orbital gap: 0.3289 Eh
M: 166.2 g/mol
total charge: 0
LUMO level: 0.075 eV
electronic energy: -818.425430 Eh
energy relative to the best compared isomer or geometry (same formula, charge and spin): 234.3 kJ/mol

Structure (XYZ):
```
21
C8H10N2S | OMol25 | the ωB97M-V functional and the def2-TZVPD basis
C -0.189 -2.111 2.306
N 0.118 -1.326 1.144
C -0.363 -1.713 0.032
C -0.212 -0.845 -1.166
C 0.213 0.411 -1.303
C 0.022 1.301 -2.474
C 0.689 1.090 -0.072
C 1.998 0.641 0.275
N 2.964 0.336 0.844
C 0.035 2.008 0.680
S -1.689 2.477 0.551
H -0.876 -2.902 2.164
H 0.774 -2.584 2.667
H -0.533 -1.414 3.046
H -0.904 -2.561 -0.046
H -0.609 -1.408 -2.021
H 0.739 2.146 -2.437
H -1.064 1.684 -2.414
H 0.244 0.829 -3.341
H 0.640 2.596 1.436
H -1.997 1.345 0.129
```